Entry 1:
Molecular formula: C10H15NO
Method: DFT, the ωB97M-V functional and the def2-TZVPD basis

Output
SMILES   Cc1ccccc1.CCC(N)=O
E_HOMO   -9.084 eV
Relative energy (zero: lowest compared OMol25 entry of this formula, charge and spin)   24.10 kcal/mol
Energy   -14150.53397 eV
Total charge   0
HOMO-LUMO gap   9.795 eV

XYZ file:
```
27
Properties=species:S:1:pos:R:3:forces:R:3
C -1.6254 3.4253 -1.0360 0.0 1.0 2.7
C -0.8334 3.0040 0.2552 0.4 -1.1 0.6
C -2.7759 2.4977 -1.3611 1.3 -1.7 -0.7
O -3.8027 2.3693 -0.7368 -0.1 0.8 0.3
N -2.4989 1.6625 -2.4073 0.2 -1.1 -1.3
H -2.1521 4.3346 -0.7244 0.4 0.3 -0.6
H -0.8049 3.5988 -1.7271 -0.9 0.0 -0.8
H -0.7448 3.6643 1.1306 -0.9 0.4 -0.6
H 0.2264 2.8817 0.0256 0.0 -0.3 -0.3
H -3.1007 0.8912 -2.6652 -0.5 0.4 0.6
H -1.5954 1.4810 -2.8206 0.2 0.9 0.4
H -1.1803 2.0401 0.6721 0.1 0.4 -0.3
C 3.8256 -0.8208 0.5714 0.9 0.6 -0.1
C 1.3151 -3.6068 0.3818 -0.7 -0.9 1.0
C 0.1779 -3.1043 1.0773 0.7 0.7 -0.5
C 2.4253 -2.8305 0.2002 0.8 1.5 0.3
C 2.5219 -1.5156 0.7281 -0.4 -1.0 -0.7
C 0.2881 -1.8260 1.6034 -0.2 0.5 -0.7
C 1.4349 -1.0343 1.4088 -0.3 -0.3 1.3
H 1.3937 -4.6836 0.2132 -0.3 0.4 -0.6
H -0.7754 -3.6307 1.1322 0.5 -0.2 0.2
H 3.3577 -3.1095 -0.2919 -0.5 -0.8 0.0
H -0.5228 -1.2967 2.1024 -0.1 -0.6 0.1
H 4.3130 -0.9769 -0.3957 -0.4 -0.2 -0.2
H 4.5577 -1.2335 1.2696 -0.1 0.2 0.3
H 1.4798 -0.1509 2.0422 0.1 0.3 -0.6
H 3.7866 0.2666 0.6945 -0.2 -0.2 0.2
```
Positions in Å, forces in eV/Å.

***

Entry 2:
Molecular formula: C10H15NO
Method: DFT, the ωB97M-V functional and the def2-TZVPD basis

Output
SMILES   Cc1ccccc1.CCC(N)=O
E_HOMO   -8.271 eV
Relative energy (zero: lowest compared OMol25 entry of this formula, charge and spin)   94.95 kcal/mol
Energy   -14147.46188 eV
Total charge   0
HOMO-LUMO gap   9.005 eV

XYZ file:
```
27
Properties=species:S:1:pos:R:3:forces:R:3
C -1.1647 -3.2490 1.6378 -1.2 -2.8 -2.3
C 0.5240 -1.3527 -1.0272 -0.3 1.2 -4.0
C -0.3069 -1.5959 -2.1834 2.7 1.4 1.7
C 0.3588 -2.0638 0.1006 2.6 2.5 0.4
C -0.7621 -2.7872 0.1674 -4.7 -2.5 4.2
C -1.4979 -2.2110 -2.0056 -2.4 -0.7 -0.7
C -1.7842 -2.9322 -0.7793 2.1 2.0 -2.7
H 1.0371 -0.3885 -1.2595 0.8 -1.3 1.1
H 0.2345 -1.1526 -3.0353 -1.7 0.0 -0.2
H 1.0962 -1.8251 0.8964 -1.1 -0.6 0.0
H -2.2994 -1.9434 -2.7766 1.0 -1.3 0.9
H -2.2794 -3.4154 1.7687 1.0 1.5 -0.1
H -0.6635 -2.7473 2.4736 -0.1 -0.5 -0.4
H -2.6775 -3.5549 -0.7961 0.2 0.4 0.9
H -1.0461 -4.3621 1.5074 1.1 0.6 1.2
C 0.7206 3.2755 1.7063 -3.4 -7.4 -1.8
C -0.8606 3.2198 1.6962 0.8 0.4 1.8
C 1.2438 2.6620 0.2922 1.0 1.6 -2.0
O 0.6954 2.3070 -0.7482 -2.2 -0.9 2.0
N 2.5491 2.9755 0.0030 2.6 0.3 2.3
H 1.0784 4.2126 1.6609 1.2 3.3 0.7
H 0.9066 2.5609 2.5563 1.1 1.2 -0.8
H -1.1849 3.6347 0.7969 -0.9 1.2 -1.2
H -1.1211 3.7440 2.6111 -0.3 1.2 -0.3
H 3.0575 2.4566 -0.7262 -0.9 0.5 0.5
H 3.1586 3.3335 0.7573 -0.5 -0.5 -0.7
H -1.5288 2.3680 1.9003 1.4 -0.9 -0.6
```
Positions in Å, forces in eV/Å.

***

Entry 3:
Molecular formula: C10H15NO2
Method: DFT, the ωB97M-V functional and the def2-TZVPD basis

Output
SMILES   Cc1ccc(O)cc1.CCC(N)=O
E_HOMO   -8.516 eV
Relative energy (zero: lowest compared OMol25 entry of this formula, charge and spin)   31.01 kcal/mol
Energy   -16197.74775 eV
Total charge   0
HOMO-LUMO gap   9.070 eV

XYZ file:
```
28
Properties=species:S:1:pos:R:3:forces:R:3
C 0.2420 2.1924 -1.7846 0.1 0.5 0.5
C 1.2516 3.2598 -2.2706 1.8 -1.4 0.9
C -0.7969 2.6950 -0.7648 2.0 -0.6 -0.6
O -1.8884 3.0258 -1.1432 -0.6 0.2 0.9
N -0.2551 2.7498 0.5134 -0.7 -0.5 1.4
H -0.3798 1.8878 -2.6152 0.1 -0.2 -0.4
H 0.7727 1.3163 -1.3924 -0.1 0.1 0.0
H 0.6960 4.0484 -2.7416 0.2 0.5 -0.4
H -0.8369 2.5930 1.3432 -0.3 0.7 -0.8
H 0.5951 2.2336 0.7155 0.0 0.3 -0.8
H 1.9696 2.6962 -2.9274 -0.9 0.9 -0.1
H 2.0051 3.6553 -1.5033 -1.6 -0.3 -0.5
C -2.2761 -0.6883 1.4000 1.0 0.1 -1.5
C 1.3931 -1.7344 0.7800 -1.7 1.0 -0.6
C 1.1743 -3.0779 0.5105 1.7 1.4 1.0
C 0.2356 -0.9458 1.0033 0.3 -0.8 -0.3
C -1.0044 -1.5273 1.2803 0.1 -0.3 0.6
C -0.0286 -3.6808 0.8480 1.7 -1.9 -0.7
C -1.0824 -2.9470 1.3078 -0.5 1.4 -0.4
O 2.2149 -3.8590 0.0884 -0.3 -0.7 -0.1
H 2.2957 -1.1287 0.6640 0.1 -0.9 -0.3
H 0.3919 0.0966 0.7252 -0.5 0.1 0.8
H 0.1447 -4.7758 0.6785 -1.4 0.8 0.5
H 2.9425 -3.3147 -0.2211 0.0 0.1 0.1
H -1.9841 0.3607 1.5283 -0.4 -0.2 0.1
H -3.0728 -0.9755 2.0797 0.4 -0.2 0.3
H -2.0566 -3.3625 1.5223 0.1 -0.4 0.1
H -2.6627 -0.7931 0.3760 -0.5 0.4 0.3
```
Positions in Å, forces in eV/Å.

***

Entry 4:
Molecular formula: C10H15NO2S
Method: DFT, the ωB97M-V functional and the def2-TZVPD basis

Output
E_HOMO (alpha / beta)   -7.602 / -7.603 eV
Relative energy (zero: lowest compared OMol25 entry of this formula, charge and spin)   199.24 kcal/mol
Energy   -27025.11184 eV
Total charge   0
HOMO-LUMO gap (alpha / beta)   6.852 / 6.852 eV

XYZ file:
```
29
Properties=species:S:1:pos:R:3:forces:R:3
C -1.6391 2.1336 -0.4922 0.8 -3.3 1.7
C -0.7673 0.1271 -1.0068 1.7 -0.4 0.0
C 1.5803 -0.5403 -1.1395 -0.8 1.5 -0.8
C -1.8233 1.5818 0.9250 -2.5 1.6 -0.2
C 1.5267 -1.8529 -0.4735 -0.9 0.9 3.8
C -2.4085 0.1736 0.9055 -0.3 -1.3 -0.9
C 0.1797 -2.5185 -0.4440 -1.1 -0.4 -0.3
C -0.8013 -1.8846 0.5354 0.9 3.2 -0.7
C -1.6429 -0.8056 -0.2346 -1.8 -0.5 0.8
C 2.8456 2.1019 -0.7365 0.8 -0.7 0.7
N -1.1432 1.3176 -1.3783 -0.5 -0.2 1.0
O 0.9066 0.9462 0.8676 -0.2 1.2 0.0
O 3.1194 0.0801 0.9948 1.2 -0.2 -0.4
S 2.1105 0.6215 0.1268 -0.2 0.3 -0.1
H -1.8924 3.1165 -0.6370 -0.6 2.2 -1.2
H -0.8881 1.3721 1.3661 1.1 1.0 0.8
H -2.5514 2.3028 1.5381 1.9 -1.5 -1.1
H 2.2229 -2.4682 -0.8890 1.9 -1.8 -1.8
H 1.8908 -1.8266 0.6131 -0.5 0.1 -1.1
H -2.2656 -0.2176 2.0187 -0.7 0.3 -2.7
H -3.4322 0.2029 0.4651 0.4 -0.1 1.3
H -0.3048 -2.3761 -1.4295 0.4 -0.7 0.1
H 0.2870 -3.5781 -0.2050 0.1 0.0 -0.3
H -1.4738 -2.5277 1.0352 -0.6 -0.9 0.4
H -0.2751 -1.2247 1.2927 -0.3 -1.2 -0.5
H -2.4466 -1.3618 -0.9322 1.6 1.5 1.4
H 3.4712 1.7751 -1.5889 -0.7 -0.2 0.3
H 2.0215 2.7377 -1.0509 0.1 0.1 0.0
H 3.5933 2.5926 -0.0464 -1.3 -0.5 -0.3
```
Positions in Å, forces in eV/Å.

***

Entry 5:
Molecular formula: C10H15NO3S
Method: DFT, the ωB97M-V functional and the def2-TZVPD basis

Output
E_HOMO (alpha / beta)   -8.518 / -8.518 eV
Relative energy (zero: lowest compared OMol25 entry of this formula, charge and spin)   105.66 kcal/mol
Energy   -29076.20352 eV
Total charge   0
HOMO-LUMO gap (alpha / beta)   7.952 / 7.953 eV

XYZ file:
```
30
Properties=species:S:1:pos:R:3:forces:R:3
C -0.9992 1.3453 0.3328 1.5 -0.7 2.1
C -0.2782 -1.9424 -0.5800 -0.4 -0.4 0.6
C -1.0146 -1.1807 0.5468 -0.7 0.3 -0.6
C 0.5791 -0.9401 -1.2958 -2.9 2.9 2.0
C -0.1861 0.1255 0.7942 -1.7 -0.7 -1.8
C -2.1983 1.1231 -0.4066 1.3 0.7 -0.5
C 1.0611 -0.0054 -0.1363 2.0 0.1 -0.3
C 0.0736 0.3461 2.2416 2.6 0.2 0.0
C 1.6021 1.4176 -0.6471 -0.2 -0.7 -1.4
C 2.1512 -0.8041 0.6901 -1.1 -0.1 -4.0
N -3.3298 1.3720 -0.6597 -4.0 -0.7 0.9
O -0.5597 2.4392 0.5780 -1.0 1.1 -0.2
O -1.7242 -0.6987 -2.5604 -1.2 0.1 -0.5
O -0.1934 1.1972 -2.8845 0.1 1.8 -1.5
S -0.8326 0.2875 -2.0063 0.2 -3.6 -0.4
H 0.4506 -2.5890 -0.1397 0.3 -0.9 0.5
H -0.9555 -2.5839 -1.1352 0.1 0.3 -0.5
H -2.0982 -0.9656 0.3167 1.0 0.0 -0.5
H -1.2010 -1.7952 1.4173 0.7 -0.2 0.5
H 1.2338 -1.3376 -2.0473 0.3 0.5 -0.5
H 0.2241 -0.6160 2.7181 0.6 0.0 0.2
H -0.7408 0.7714 2.7219 -1.7 1.0 0.9
H 0.9430 1.0549 2.3384 -0.8 -0.8 0.3
H 1.4522 2.1310 0.1501 0.4 0.2 0.1
H 0.9995 1.7751 -1.5647 1.2 -0.4 2.0
H 2.6621 1.4471 -1.0189 -0.8 -0.5 0.7
H 1.5622 -1.6645 1.0675 1.5 0.5 0.5
H 2.6334 -0.0902 1.2857 0.6 0.3 1.7
H 2.8751 -1.0505 -0.1571 -0.6 -0.4 1.5
H -4.1916 1.4308 0.0406 2.7 0.2 -1.8
```
Positions in Å, forces in eV/Å.

***

Entry 6:
Molecular formula: C10H15NOSi
Method: DFT, the ωB97M-V functional and the def2-TZVPD basis

Output
E_HOMO (alpha / beta)   -7.052 / -7.058 eV
Relative energy (zero: lowest compared OMol25 entry of this formula, charge and spin)   58.21 kcal/mol
Energy   -22024.97306 eV
Total charge   0
HOMO-LUMO gap (alpha / beta)   7.381 / 7.387 eV

XYZ file:
```
28
Properties=species:S:1:pos:R:3:forces:R:3
C 3.7757 0.6032 0.2284 3.9 1.8 -0.7
C 4.0483 -0.7006 0.6116 -0.5 -0.5 -1.0
C 2.5172 1.0289 -0.1104 0.8 2.8 -0.1
C 2.9311 -1.5209 0.5108 0.8 -1.0 1.7
C 1.5318 0.0981 -0.1492 -3.8 2.6 -0.9
C -1.3867 -1.8666 0.7301 2.1 2.9 0.1
C -2.0854 -0.8894 1.6912 2.1 0.7 2.3
C -1.4852 -1.2269 -0.6597 0.0 -2.4 -2.5
C -2.2745 0.5807 1.2070 0.0 0.9 1.5
C -1.5728 2.5463 -2.4703 -1.1 -0.1 -1.2
N 1.7386 -1.1163 0.1256 -0.6 -2.4 0.4
O -2.0960 1.6316 -1.5552 -0.2 -1.5 1.8
Si -1.4913 0.5660 -0.4420 2.2 0.9 -0.4
H 4.7199 1.3172 0.0659 -2.3 -1.3 0.7
H 5.0530 -1.1212 0.7876 -0.7 0.5 0.2
H 2.3587 2.1259 -0.3025 0.0 -1.4 0.1
H 2.9167 -2.4969 0.9910 0.4 -0.3 -0.6
H -0.2647 -1.8273 0.9882 -1.7 -0.5 -0.5
H -1.7659 -2.8443 0.8393 -0.4 -1.1 -0.1
H -3.0686 -1.2498 1.8695 -0.7 -0.5 0.9
H -1.3912 -0.8165 2.6387 -1.9 -0.5 -1.4
H -0.5645 -1.5586 -1.2125 -1.0 0.4 0.1
H -2.3976 -1.5175 -1.2896 1.0 0.1 0.9
H -3.3520 0.7034 1.0450 0.1 0.4 -0.1
H -1.9708 1.3600 1.9979 -0.4 -1.2 -1.4
H -2.0799 3.5389 -2.2812 0.9 -0.9 -0.4
H -1.8389 2.1350 -3.4877 0.3 0.9 0.8
H -0.5049 2.5176 -2.3674 0.6 0.7 -0.1
```
Positions in Å, forces in eV/Å.